Entry 1:
Computed, not measured: a molecular structure, C22H47AlBr2N2O3PS2, with ωB97M-V with the def2-TZVPD basis set.

Computed properties:
maximum force	1.03	eV/Å
Kohn-Sham gap	6.36	eV
total charge	-1

CARTESIAN COORDINATES (ANGSTROEM)
C  -1.375  2.493  3.292
C  -1.884  1.173  2.684
C  -0.759  0.214  2.286
C  0.174  0.610  1.140
N  -0.390  0.363  -0.209
C  0.263  -0.759  -0.918
C  1.573  -0.420  -1.645
C  2.881  -0.611  -0.858
C  3.396  0.604  -0.059
Al  5.369  1.004  -0.190
C  6.255  0.124  1.424
Br  6.147  1.092  3.057
C  6.839  -1.053  1.412
C  6.969  -1.928  0.187
Br  7.637  -1.890  2.951
P  5.603  3.390  -0.062
C  4.442  3.826  1.324
O  4.581  3.788  -1.366
C  -0.919  1.321  -0.990
S  -1.256  1.129  -2.604
S  -1.278  2.881  -0.183
C  -0.458  4.037  -1.333
C  0.695  4.767  -0.656
C  0.226  5.865  0.305
H  -0.285  2.566  3.235
H  -1.649  2.576  4.347
H  -1.783  3.365  2.780
H  -2.501  0.652  3.425
H  -2.549  1.359  1.834
H  -1.181  -0.764  2.028
H  -0.125  0.061  3.169
H  1.044  -0.039  1.210
H  0.547  1.632  1.218
H  -0.467  -1.176  -1.615
H  0.449  -1.524  -0.158
H  1.586  -1.052  -2.541
H  1.529  0.610  -2.019
H  2.764  -1.473  -0.186
H  3.638  -0.895  -1.600
H  2.830  1.499  -0.369
H  3.192  0.483  1.013
H  6.025  0.453  -1.555
H  7.285  -2.934  0.458
H  6.013  -1.994  -0.339
H  7.697  -1.511  -0.515
H  3.715  3.044  1.578
H  3.894  4.729  1.037
H  5.029  4.046  2.220
H  3.785  3.238  -1.361
H  -1.234  4.739  -1.655
H  -0.143  3.471  -2.206
H  1.305  4.043  -0.107
H  1.335  5.193  -1.435
H  -0.730  5.603  0.770
H  0.942  6.024  1.115
H  0.096  6.818  -0.214
C  -4.434  -2.182  1.607
O  -4.664  -1.703  0.303
C  -3.506  -1.597  -0.524
C  -3.513  -2.636  -1.620
N  -3.323  -3.976  -1.087
C  -3.522  -5.059  -2.037
C  -4.879  -5.195  -2.717
O  -5.931  -5.600  -1.860
C  -6.522  -4.568  -1.098
H  -5.351  -2.025  2.173
H  -4.189  -3.252  1.632
H  -3.623  -1.637  2.098
H  -2.595  -1.675  0.076
H  -3.517  -0.607  -0.987
H  -2.693  -2.407  -2.310
H  -4.452  -2.521  -2.179
H  -3.936  -4.108  -0.292
H  -3.322  -5.999  -1.516
H  -2.765  -4.965  -2.824
H  -4.790  -5.985  -3.467
H  -5.165  -4.278  -3.247
H  -6.551  -3.626  -1.655
H  -6.003  -4.390  -0.152
H  -7.543  -4.876  -0.874

Entry 2:
Computed, not measured: a molecular structure, C28H40BCl3GeN7S3Y, with ωB97M-V with the def2-TZVPD basis set.

Computed properties:
relative energy (zero: lowest compared OMol25 entry of this formula, charge and spin)	83.59	kcal/mol
<S²>	1.045
maximum force	1.58	eV/Å
Kohn-Sham gap (spin up / spin down)	5.66 / 6.43	eV
total charge	+3
multiplicity	2

CARTESIAN COORDINATES (ANGSTROEM)
Y  -2.807  3.746  -0.466
C  0.238  4.096  3.740
C  0.601  3.166  2.648
C  1.911  2.942  2.274
C  2.173  2.071  1.203
N  1.184  1.431  0.604
N  -0.067  1.613  0.944
B  -0.990  0.603  0.142
N  -0.454  0.436  -1.322
N  0.026  -0.768  -1.592
C  0.475  -1.082  -2.788
C  0.290  -0.193  -3.869
C  -0.189  1.069  -3.619
C  -0.389  2.082  -4.684
C  -0.485  1.399  -2.264
S  -0.730  3.067  -1.887
C  1.206  -2.393  -2.953
C  1.636  -2.634  -4.400
C  2.459  -2.290  -2.067
C  0.308  -3.550  -2.501
N  -1.080  -0.674  0.812
N  -2.085  -1.423  1.034
C  -2.146  -2.596  1.791
C  -3.457  -2.998  1.817
C  -4.263  -2.093  1.056
C  -5.727  -2.107  0.961
C  -3.386  -1.143  0.550
S  -3.007  1.103  2.054
C  -0.916  -3.194  2.386
C  -1.261  -4.436  3.210
C  0.033  -3.604  1.246
C  -0.231  -2.140  3.267
C  -0.393  2.469  1.926
S  -2.071  2.894  2.374
C  3.554  1.828  0.663
C  3.580  2.414  -0.759
C  3.792  0.313  0.603
C  4.637  2.489  1.515
H  1.127  4.464  4.246
H  -0.411  3.615  4.471
H  -0.302  4.953  3.335
H  2.713  3.437  2.801
H  0.526  -0.493  -4.877
H  -0.207  1.666  -5.671
H  0.289  2.922  -4.526
H  -1.406  2.476  -4.647
H  2.294  -1.846  -4.757
H  0.776  -2.722  -5.060
H  2.187  -3.568  -4.456
H  3.093  -1.474  -2.406
H  3.031  -3.209  -2.137
H  2.187  -2.121  -1.029
H  -0.527  -3.674  -3.187
H  -0.080  -3.373  -1.505
H  0.881  -4.473  -2.499
H  -3.845  -3.839  2.359
H  -6.134  -2.996  1.436
H  -6.072  -2.051  -0.072
H  -6.144  -1.231  1.462
H  -1.716  -5.206  2.595
H  -1.929  -4.200  4.034
H  -0.350  -4.850  3.630
H  -0.440  -4.352  0.615
H  0.933  -4.047  1.659
H  0.315  -2.733  0.658
H  -0.891  -1.826  4.071
H  0.056  -1.272  2.673
H  0.669  -2.563  3.703
H  2.807  1.964  -1.378
H  4.552  2.218  -1.201
H  3.428  3.491  -0.736
H  3.045  -0.164  -0.024
H  3.746  -0.114  1.601
H  4.780  0.116  0.197
H  4.527  3.572  1.532
H  5.613  2.268  1.091
H  4.626  2.099  2.530
Cl  -1.160  5.421  0.359
Ge  -2.194  6.715  -1.690
Cl  -2.337  8.509  -0.670
Cl  -4.319  5.705  -0.954
N  -3.440  -0.017  -0.243
C  -2.664  1.005  0.261
H  -3.600  -0.113  -1.242

Entry 3:
Computed, not measured: a molecular structure, C41H39CrN4O2P2S, with ωB97M-V with the def2-TZVPD basis set.

Computed properties:
relative energy (zero: lowest compared OMol25 entry of this formula, charge and spin)	24.13	kcal/mol
<S²>	3.852
maximum force	2.69	eV/Å
Kohn-Sham gap (spin up / spin down)	4.83 / 5.28	eV
total charge	+2
multiplicity	4

CARTESIAN COORDINATES (ANGSTROEM)
Cr  -1.664  0.618  1.130
O  0.897  5.095  2.458
C  1.123  5.005  1.151
C  2.062  5.884  0.596
C  2.383  5.829  -0.740
C  1.751  4.906  -1.576
C  0.831  4.031  -1.057
C  0.517  4.035  0.314
C  -0.324  2.989  0.852
O  -0.661  1.972  0.146
N  -0.742  3.056  2.120
N  -1.490  2.010  2.425
C  -2.171  1.942  3.534
C  -3.022  0.797  3.629
C  -3.917  0.616  4.685
C  -4.796  -0.449  4.656
C  -4.754  -1.312  3.566
C  -3.815  -1.093  2.572
N  -2.953  -0.071  2.575
H  0.205  4.460  2.733
H  2.525  6.599  1.259
H  3.120  6.504  -1.149
H  1.995  4.889  -2.626
H  0.343  3.314  -1.700
H  -2.143  2.723  4.282
H  -3.910  1.315  5.505
H  -5.494  -0.607  5.461
H  -5.428  -2.150  3.499
H  -3.753  -1.764  1.726
C  2.080  -3.602  -4.778
S  3.087  -2.568  -3.690
C  2.742  -3.301  -2.052
C  1.429  -2.820  -1.440
C  1.360  -1.285  -1.412
N  0.321  -0.709  -0.554
P  -1.376  -0.565  -0.915
C  -1.734  -2.086  -1.834
C  -1.832  -2.121  -3.220
C  -2.065  -3.331  -3.854
C  -2.212  -4.494  -3.113
C  -2.139  -4.454  -1.727
C  -1.904  -3.251  -1.088
C  -1.690  0.742  -2.136
C  -3.002  1.214  -2.028
C  -3.463  2.212  -2.866
C  -2.605  2.766  -3.804
C  -1.295  2.323  -3.894
C  -0.832  1.310  -3.069
P  0.491  -0.403  1.118
C  1.317  -1.880  1.810
C  2.710  -1.885  1.754
C  3.416  -2.983  2.205
C  2.740  -4.077  2.721
C  1.355  -4.076  2.775
C  0.637  -2.981  2.320
C  1.698  0.893  1.512
C  1.720  1.172  2.881
C  2.505  2.197  3.368
C  3.276  2.948  2.491
C  3.267  2.661  1.137
C  2.466  1.646  0.633
H  2.209  -3.210  -5.782
H  1.034  -3.547  -4.488
H  2.438  -4.627  -4.737
H  3.587  -3.004  -1.432
H  2.751  -4.385  -2.163
H  1.365  -3.212  -0.423
H  0.591  -3.224  -2.008
H  1.195  -0.923  -2.431
H  2.329  -0.904  -1.073
H  -1.729  -1.213  -3.797
H  -2.136  -3.365  -4.931
H  -2.394  -5.432  -3.616
H  -2.268  -5.360  -1.155
H  -1.836  -3.202  -0.008
H  -3.667  0.771  -1.285
H  -4.480  2.563  -2.786
H  -2.958  3.549  -4.457
H  -0.628  2.773  -4.613
H  0.195  0.979  -3.141
H  3.233  -1.022  1.365
H  4.494  -2.980  2.167
H  3.292  -4.925  3.092
H  0.838  -4.930  3.183
H  -0.444  -2.973  2.373
H  1.116  0.565  3.550
H  2.513  2.421  4.423
H  3.872  3.765  2.867
H  3.871  3.241  0.459
H  2.436  1.453  -0.431

Entry 4:
Computed, not measured: a molecular structure, C25H32BMoO4, with ωB97M-V with the def2-TZVPD basis set.

Computed properties:
<S²>	2.020
maximum force	5.68	eV/Å
Kohn-Sham gap (spin up / spin down)	7.55 / 6.17	eV
total charge	+1
multiplicity	3

CARTESIAN COORDINATES (ANGSTROEM)
O  0.061  -0.576  -4.560
C  0.199  0.744  -5.153
C  0.172  0.175  -6.569
H  1.159  1.201  -4.878
H  -0.632  1.413  -4.894
C  0.151  -1.198  -5.863
H  1.068  0.355  -7.158
H  -0.732  0.390  -7.136
C  1.458  -1.941  -6.030
H  2.309  -1.280  -5.835
H  1.534  -2.320  -7.054
H  1.502  -2.805  -5.361
C  -1.061  -2.058  -6.139
H  -1.987  -1.506  -5.951
H  -1.036  -2.946  -5.501
H  -1.047  -2.389  -7.179
Mo  -0.317  -0.935  2.046
C  -2.684  -1.358  3.074
C  -2.488  0.007  3.397
C  -2.172  0.724  2.196
H  -2.665  0.456  4.371
C  -2.254  -0.209  1.089
C  -2.484  -1.532  1.653
H  -2.629  -2.450  1.079
H  -3.045  -2.129  3.751
H  -2.064  1.803  2.084
H  -2.306  0.049  0.032
C  1.028  -2.197  3.233
C  0.242  -3.031  2.365
C  0.558  -2.688  1.003
H  -0.446  -3.798  2.690
C  1.552  -1.641  1.029
C  1.838  -1.329  2.402
H  2.594  -0.637  2.749
H  1.026  -2.243  4.312
H  0.168  -3.184  0.114
H  2.067  -1.242  0.161
O  1.428  0.078  -2.529
C  0.173  -0.529  -2.105
C  -0.948  0.491  -2.285
H  0.287  -0.748  -1.018
H  0.031  -1.466  -2.647
C  -0.214  1.818  -2.086
H  -1.730  0.338  -1.543
H  -1.384  0.408  -3.281
C  1.288  1.458  -2.127
H  -0.437  2.187  -1.083
H  -0.504  2.579  -2.815
H  1.693  1.533  -1.090
H  1.876  2.068  -2.838
O  0.871  0.252  4.972
B  0.263  0.581  3.705
O  -0.003  1.998  3.721
C  0.360  2.454  4.944
C  0.222  3.725  5.473
C  0.713  3.928  6.766
C  1.273  2.888  7.511
C  1.379  1.601  6.975
C  0.911  1.403  5.695
H  -0.259  4.512  4.890
H  0.634  4.921  7.197
H  1.632  3.067  8.522
H  1.809  0.759  7.504